Here is the molecule C3H6N2OS2 in a non-equilibrium geometry from OMol25. Energies are from wB97M-V/def2-TZVPD.

Its SMILES is OC/C=N/S/C=N\S. The molar mass is 150.23 g mol⁻¹. Its HOMO energy is -8.47 eV. As for the total energy: -1098.96190 Eh. Its HOMO-LUMO gap is 8.885 eV. For the largest force on an atom, the calculation gives 0.0280 Eh/bohr.

Geometry as ORCA input:
```
! wB97M-V def2-TZVPD RIJCOSX def2/J DEFGRID3
* xyz 0 1
S -0.43 1.62 -0.12
S -2.06 -1.63 -0.07
O 3.87 -0.54 0.53
N -2.64 -0.10 0.30
N 0.57 0.24 -0.17
C 2.79 -0.71 -0.34
C -2.05 1.02 0.27
C 1.83 0.44 -0.26
H 2.24 -1.64 -0.17
H -0.77 -1.40 -0.35
H -2.67 1.91 0.53
H 3.54 -0.62 1.40
H 2.27 1.43 -0.27
H 3.22 -0.74 -1.35
*
```


Here is a structure of composition N2O8S2 in a non-equilibrium geometry from OMol25. Energies are from wB97M-V/def2-TZVPD.

The molar mass is 220.14 g mol⁻¹. Its HOMO energy is -10.94 eV. As for the total energy: -1507.49705 Eh. Its HOMO-LUMO gap is 9.497 eV. For the largest force on an atom, the calculation gives 0.0897 Eh/bohr.

Geometry as ORCA input:
```
! wB97M-V def2-TZVPD RIJCOSX def2/J DEFGRID3
* xyz 0 1
S -0.05 1.50 -0.29
S 1.33 -2.71 1.94
O 1.25 -0.06 -0.08
O 0.31 1.62 -1.63
O -2.40 1.93 -2.21
O 0.35 -1.96 -0.16
O 2.70 -3.04 1.82
O 1.07 -1.32 2.38
O -0.88 -0.15 -0.18
O -1.52 2.32 -0.21
N -2.42 2.63 -1.23
N 0.25 -0.76 -0.14
*
```


Here is the molecule C6H12O from OMol25. Energies are from wB97M-V/def2-TZVPD.

The molar mass is 100.16 g mol⁻¹. Its HOMO energy is -7.42 eV. As for the total energy: -310.88840 Eh. Its HOMO-LUMO gap is 8.365 eV. For the largest force on an atom, the calculation gives 0.0072 Eh/bohr.

Geometry as ORCA input:
```
! wB97M-V def2-TZVPD RIJCOSX def2/J DEFGRID3
* xyz 0 1
O 0.51 -0.76 0.34
C -0.44 -1.16 -1.07
C -1.59 -0.49 -0.28
C -2.42 0.50 -1.10
C 1.76 -0.17 -0.06
C -0.59 0.15 0.67
C 2.51 0.45 1.11
H -3.14 1.04 -0.48
H 2.66 -0.28 1.91
H -1.76 1.22 -1.59
H 3.49 0.79 0.76
H -2.27 -1.16 0.26
H -0.79 0.08 1.75
H 2.31 -1.00 -0.49
H 1.55 0.55 -0.86
H 1.98 1.32 1.52
H -0.32 1.17 0.40
H -2.97 -0.02 -1.88
H -0.48 -2.25 -0.89
*
```


Here is a cluster of 3 separate species, C2H10NO2 in total in a non-equilibrium geometry from OMol25. Energies are from wB97M-V/def2-TZVPD.

The molar mass is 80.11 g mol⁻¹. Its HOMO energy is -14.34 eV. As for the total energy: -287.10670 Eh. Its HOMO-LUMO gap is 10.359 eV. For the largest force on an atom, the calculation gives 0.1139 Eh/bohr.

Geometry as ORCA input:
```
! wB97M-V def2-TZVPD RIJCOSX def2/J DEFGRID3
* xyz 1 1
O 2.27 0.76 1.28
O -0.37 2.27 -0.79
N 0.25 -0.75 -0.32
C -1.19 -0.91 -0.20
C -1.64 -2.25 -0.23
H 0.41 0.17 0.22
H -1.05 2.35 -0.17
H 0.56 -0.62 -1.35
H -1.22 -3.05 0.32
H -1.80 -0.03 -0.30
H 2.04 1.52 1.90
H 3.03 0.44 1.76
H 0.92 -1.54 0.18
H -2.64 -2.52 -0.64
H -0.30 3.29 -1.04
*
```


- Which value of HOMO-LUMO gap does entry 1 give?
  8.885 eV


- What is the formula in the second record?
  N2O8S2


Copy entry 1 word for word.
Here is the molecule C3H6N2OS2 in a non-equilibrium geometry from OMol25. Energies are from wB97M-V/def2-TZVPD.

Its SMILES is OC/C=N/S/C=N\S. The molar mass is 150.23 g mol⁻¹. Its HOMO energy is -8.47 eV. As for the total energy: -1098.96190 Eh. Its HOMO-LUMO gap is 8.885 eV. For the largest force on an atom, the calculation gives 0.0280 Eh/bohr.

Geometry as ORCA input:
```
! wB97M-V def2-TZVPD RIJCOSX def2/J DEFGRID3
* xyz 0 1
S -0.43 1.62 -0.12
S -2.06 -1.63 -0.07
O 3.87 -0.54 0.53
N -2.64 -0.10 0.30
N 0.57 0.24 -0.17
C 2.79 -0.71 -0.34
C -2.05 1.02 0.27
C 1.83 0.44 -0.26
H 2.24 -1.64 -0.17
H -0.77 -1.40 -0.35
H -2.67 1.91 0.53
H 3.54 -0.62 1.40
H 2.27 1.43 -0.27
H 3.22 -0.74 -1.35
*
```